# 1
58
Properties=species:S:1:pos:R:3:lowdin_charge:R:1 method="wB97M-V/def2-TZVPD" charge=-1 multiplicity=1
C 3.1025 0.7636 -0.3614 -0.37
P 3.6896 -0.3896 -1.6989 0.79
C 3.1895 -1.9942 -0.9148 -0.36
B 5.6464 -0.3546 -1.7205 -0.67
C 6.3729 -1.0021 -0.4203 -0.24
C 5.9473 -0.7896 0.8951 -0.08
C 6.6213 -1.3540 1.9646 -0.10
C 7.7322 -2.1421 1.7114 -0.21
N 8.1701 -2.3916 0.4796 0.03
C 7.4952 -1.8329 -0.5275 -0.15
H 3.8438 1.5408 -0.1437 0.02
H 2.1833 1.2674 -0.6778 -0.02
H 2.8693 0.2351 0.5718 0.01
H 3.7096 -2.8011 -1.4418 0.03
H 2.1060 -2.1185 -1.0181 -0.01
H 3.4520 -2.0354 0.1509 0.02
H 5.9825 -0.9643 -2.7251 0.01
H 5.9516 0.8247 -1.8361 0.02
H 5.0720 -0.1697 1.0719 0.08
H 6.3040 -1.1881 2.9917 0.09
H 8.2858 -2.5931 2.5351 0.08
H 7.8765 -2.0516 -1.5245 0.09
F 0.0696 0.0460 0.4924 0.04
C -0.7389 0.8449 -0.2280 -0.29
C -0.4625 1.0045 -1.5727 -0.02
C -1.2986 1.8214 -2.3196 -0.08
C -2.3800 2.4589 -1.7241 -0.10
C -2.6282 2.2798 -0.3703 -0.09
C -1.8041 1.4647 0.3935 -0.02
H 0.3960 0.5053 -2.0076 0.11
H -1.0984 1.9618 -3.3737 0.11
H -3.0277 3.0956 -2.3123 0.10
H -3.4685 2.7787 0.0959 0.09
H -1.9770 1.3062 1.4494 0.11
F -6.0281 4.1969 -0.9577 0.05
C -6.5958 4.3376 0.2570 -0.29
C -7.1938 3.2391 0.8412 -0.02
C -7.7718 3.3906 2.0933 -0.09
C -7.7468 4.6210 2.7354 -0.10
C -7.1376 5.7075 2.1228 -0.09
C -6.5524 5.5725 0.8721 -0.02
H -7.1992 2.2910 0.3211 0.12
H -8.2409 2.5396 2.5691 0.10
H -8.1981 4.7318 3.7121 0.10
H -7.1140 6.6680 2.6204 0.10
H -6.0660 6.4020 0.3775 0.12
F -1.9320 -6.6191 -1.2549 0.04
C -1.4365 -5.4565 -0.7665 -0.29
C -1.7887 -4.2743 -1.3840 -0.02
C -1.2777 -3.0876 -0.8760 -0.07
C -0.4331 -3.0992 0.2251 -0.09
C -0.0935 -4.3054 0.8213 -0.07
C -0.5973 -5.5011 0.3276 -0.02
H -2.4430 -4.2910 -2.2450 0.11
H -1.5372 -2.1479 -1.3469 0.10
H -0.0319 -2.1709 0.6061 0.08
H 0.5759 -4.3182 1.6711 0.11
H -0.3452 -6.4535 0.7736 0.11

---

# 2
20
Properties=species:S:1:pos:R:3:lowdin_charge:R:1 method="wB97M-V/def2-TZVPD" charge=+1 multiplicity=1 de_lowest_ev=7.071
C 1.1549 -0.7155 0.9043 -0.10
C 1.3781 0.6287 1.4706 -0.13
C -0.2016 0.8378 -3.0318 -0.10
C -0.5146 -0.4601 -2.3099 -0.14
C -0.0914 0.1881 1.3260 -0.55
C -0.9227 0.9120 -1.8170 -0.51
N -0.6926 -0.4268 2.4591 0.19
S -1.1311 1.1032 -0.1704 1.04
H 1.2763 -0.6658 -0.2466 0.12
H 1.3585 -1.5608 1.5809 0.11
H 1.8338 0.5780 2.4722 0.12
H 1.7318 1.4448 0.8766 0.10
H 0.7877 1.1373 -3.0567 0.10
H -0.7995 0.9738 -3.8399 0.09
H -1.3416 -1.0476 -2.6244 0.10
H 0.2875 -0.9696 -1.7725 0.08
H -1.6018 -0.7083 2.1181 0.16
H -0.8529 0.1676 3.2244 0.16
H -0.0881 -1.3035 2.6057 0.20
H -1.5707 -0.1134 -0.1688 -0.05

---

no.,E (eV)
1,-45971.792
2,-18728.183